[1]
The following is a quantum chemistry calculation of a single C4H5N5S2 molecule, from the Open Molecules 2025 dataset.

Computed properties:
total energy = -33343.4310 eV
gap between HOMO and LUMO = 8.129 eV
HOMO = -8.93 eV

Each line ends with the Löwdin charge.
CARTESIAN COORDINATES (ANGSTROEM)
C: 3.569 0.156 0.249  -0.36
C: -0.897 -1.231 -0.318  -0.43
C: -1.988 -0.105 -0.497  -0.39
C: 0.414 -0.734 -0.252  -0.07
N: 4.443 0.886 0.452  0.12
N: -1.273 -2.461 -0.307  0.18
N: -0.813 0.728 1.650  -0.38
N: 2.751 -0.834 0.130  0.07
N: 1.593 -0.734 -0.186  0.04
S: -0.141 1.886 -1.006  0.46
S: -1.595 1.405 0.479  0.63
H: -1.991 0.067 -1.623  0.09
H: -3.048 -0.601 -0.273  0.14
H: -0.215 3.221 -0.570  -0.13
H: -0.426 -3.006 -0.193  0.07
H: -0.383 1.358 2.264  -0.03

[2]
The following is a quantum chemistry calculation of a single C10H11NO molecule, from the Open Molecules 2025 dataset.

Computed properties:
total energy = -14081.2110 eV
gap between HOMO and LUMO (spin up / spin down) = 8.769 / 8.770 eV
HOMO (spin up / spin down) = -8.43 / -8.43 eV

Each line ends with the Löwdin charge.
CARTESIAN COORDINATES (ANGSTROEM)
C: 0.749 -2.140 2.351  -0.05
C: 0.903 -2.414 0.940  -0.01
C: 0.160 -0.963 2.833  -0.01
C: 0.143 -0.154 0.590  0.12
C: 0.690 -1.351 0.096  -0.28
C: -0.250 0.062 1.887  -0.31
C: 0.452 -0.468 -2.032  -0.16
C: -0.196 0.821 -1.582  -0.21
C: -1.690 0.871 -1.656  -0.06
C: 0.678 2.070 -1.585  -0.04
N: 0.785 -1.461 -1.333  0.09
O: -0.891 1.215 2.245  0.06
H: 0.920 -2.861 3.040  0.06
H: 1.226 -3.275 0.520  0.07
H: -0.045 -0.676 3.831  0.09
H: 0.571 -0.798 -3.065  0.12
H: -1.943 1.107 -2.659  0.07
H: -2.208 1.623 -0.990  0.12
H: -1.990 -0.113 -1.560  0.06
H: 1.472 2.207 -2.312  0.08
H: 1.083 2.202 -0.688  0.02
H: 0.019 2.912 -1.917  0.10
H: -0.640 1.585 3.047  0.06

[3]
The following is a quantum chemistry calculation of a gas-phase ion, C22H29N2 (charge +1), from the Open Molecules 2025 dataset.

Computed properties:
total energy = -26258.7509 eV
gap between HOMO and LUMO = 9.161 eV
HOMO = -11.50 eV
net charge = +1
SMILES string = C[C@H](CN1CC[NH+](C/C=C/c2ccccc2)CC1)c1ccccc1

Each line ends with the Löwdin charge.
CARTESIAN COORDINATES (ANGSTROEM)
C: -3.510 2.486 -1.979  -0.04
C: -2.595 2.140 -0.802  -0.31
C: -1.634 3.311 -0.511  -0.14
N: -0.425 2.820 0.119  -0.22
C: -0.553 2.299 1.462  -0.12
C: 0.530 1.213 1.623  -0.07
N: 1.524 1.382 0.538  -0.10
C: 2.653 0.412 0.651  -0.11
C: 2.195 -0.978 0.347  -0.08
C: 1.895 -1.880 1.282  -0.04
C: 1.415 -3.229 1.031  -0.23
C: 0.678 -3.879 2.023  -0.04
C: 0.172 -5.146 1.809  -0.07
C: 0.409 -5.794 0.607  -0.07
C: 1.161 -5.170 -0.376  -0.07
C: 1.659 -3.899 -0.170  -0.05
C: 1.952 2.797 0.485  -0.07
C: 0.752 3.650 0.019  -0.13
C: -1.833 0.869 -1.085  -0.22
C: -0.780 0.848 -1.995  -0.05
C: -0.110 -0.332 -2.274  -0.09
C: -0.477 -1.510 -1.642  -0.09
C: -1.507 -1.496 -0.719  -0.06
C: -2.177 -0.315 -0.444  -0.03
H: -4.229 1.687 -2.141  0.09
H: -4.053 3.405 -1.777  0.09
H: -2.933 2.615 -2.892  0.08
H: -3.230 1.972 0.073  0.13
H: -2.145 4.074 0.093  0.14
H: -1.340 3.779 -1.452  0.13
H: -0.427 3.087 2.221  0.13
H: -1.539 1.860 1.595  0.13
H: 0.103 0.213 1.528  0.13
H: 1.040 1.295 2.584  0.14
H: 0.993 1.201 -0.336  0.16
H: 3.059 0.486 1.662  0.14
H: 3.425 0.715 -0.061  0.14
H: 2.094 -1.216 -0.699  0.10
H: 1.982 -1.610 2.328  0.12
H: 0.492 -3.378 2.962  0.11
H: -0.403 -5.634 2.582  0.11
H: 0.020 -6.787 0.441  0.11
H: 1.364 -5.682 -1.305  0.11
H: 2.272 -3.434 -0.927  0.11
H: 2.790 2.898 -0.206  0.14
H: 2.291 3.088 1.481  0.14
H: 0.689 4.567 0.626  0.13
H: 0.878 3.947 -1.024  0.13
H: -0.506 1.751 -2.520  0.12
H: 0.686 -0.337 -3.006  0.11
H: 0.025 -2.436 -1.873  0.10
H: -1.797 -2.409 -0.222  0.11
H: -2.994 -0.319 0.264  0.12